Record 1
The following is a DFT calculation (the ωB97M-V functional and the def2-TZVPD basis) of a cluster of 7 separate species, C27H51O13S4 in total.

The gap between HOMO and LUMO comes out at 5.392 eV. The net charge is -1. The LUMO energy comes out at 2.273 eV.

CARTESIAN COORDINATES (ANGSTROEM)
C 5.22 24.29 4.23
C 5.74 22.98 3.52
C 4.48 22.22 3.21
O 6.82 23.19 2.61
H 4.47 24.14 5.01
H 4.89 25.07 3.55
H 5.94 24.73 4.92
H 6.27 22.53 4.36
H 3.87 22.60 2.38
H 3.75 22.07 4.00
H 4.95 21.33 2.79
O 6.00 25.94 -1.28
S 6.92 26.55 -0.34
O 8.25 25.94 0.05
O 7.08 28.19 -0.63
C 7.70 28.68 -1.82
C 8.81 27.72 -2.44
C 6.02 26.68 1.28
H 7.97 29.72 -1.64
H 6.85 28.77 -2.51
H 8.33 26.79 -2.74
H 9.49 27.62 -1.60
H 9.28 27.95 -3.40
H 6.78 26.99 2.00
H 5.72 25.72 1.69
H 5.28 27.47 1.15
O 11.52 21.81 5.47
S 10.49 21.08 4.76
O 10.23 21.31 3.33
O 10.64 19.45 4.81
C 9.60 18.68 4.22
C 9.63 17.28 4.90
C 8.93 21.22 5.70
H 9.89 18.58 3.18
H 8.56 18.98 4.25
H 8.99 17.38 5.77
H 10.66 16.99 5.11
H 9.12 16.50 4.33
H 8.59 22.20 6.01
H 9.18 20.60 6.56
H 8.05 20.85 5.16
O 6.34 21.09 -0.13
S 6.27 22.20 -1.00
O 7.43 23.08 -1.07
O 5.83 21.83 -2.56
C 4.87 20.88 -2.80
C 5.24 19.91 -3.97
C 4.77 23.12 -0.44
H 3.91 21.38 -2.87
H 4.56 20.23 -1.97
H 4.94 20.33 -4.93
H 4.65 19.01 -4.08
H 6.28 19.58 -4.01
H 3.94 22.43 -0.57
H 4.76 23.87 -1.23
H 5.05 23.50 0.54
O 5.58 15.60 1.95
S 6.06 16.87 2.49
O 5.95 17.02 3.95
O 7.45 17.29 1.91
C 8.27 16.49 1.04
C 7.75 16.36 -0.40
C 5.04 18.26 1.73
H 8.55 15.49 1.37
H 9.26 16.93 1.06
H 7.66 17.38 -0.77
H 6.80 15.84 -0.51
H 8.54 15.80 -0.90
H 5.18 18.39 0.65
H 5.35 19.19 2.19
H 4.01 18.04 2.00
C 1.63 21.85 8.33
C 2.90 21.98 7.77
C 3.90 22.51 8.48
C 3.72 22.89 9.79
C 2.51 22.79 10.34
C 1.43 22.45 9.57
H 0.87 21.38 7.72
H 3.05 21.57 6.78
H 4.84 22.51 7.96
H 4.58 23.17 10.38
H 2.28 22.91 11.39
H 0.51 22.38 10.12
C 1.98 26.76 3.44
C 1.87 27.92 2.64
C 2.09 27.83 1.29
C 2.44 26.65 0.61
C 2.48 25.51 1.39
C 2.33 25.62 2.79
H 2.01 26.89 4.51
H 1.62 28.84 3.14
H 1.91 28.79 0.83
H 2.49 26.63 -0.47
H 2.61 24.53 0.95
H 2.43 24.69 3.34

Record 2
The following is a DFT calculation (the ωB97M-V functional and the def2-TZVPD basis) of the ion C27H52BBr2O3S with charge -1.

The gap between HOMO and LUMO comes out at 7.315 eV. The net charge is -1. The LUMO energy comes out at 2.301 eV.

CARTESIAN COORDINATES (ANGSTROEM)
C -3.61 -5.04 3.97
C -3.68 -5.44 2.42
C -2.32 -5.15 1.63
C -1.79 -3.65 1.80
C -0.21 -3.67 2.05
C 0.50 -4.33 0.77
C 2.07 -4.09 0.75
C 2.76 -4.42 -0.65
C 3.07 -3.10 -1.52
C 1.79 -2.65 -2.35
C 1.94 -1.11 -2.84
C 0.45 -0.51 -2.82
C 0.45 1.08 -3.00
C -0.08 1.86 -1.68
C -1.61 1.50 -1.50
C -2.49 1.66 -2.81
C -4.01 2.06 -2.50
S -4.66 1.15 -0.99
O 0.80 1.30 -0.69
B 1.63 2.41 -0.12
C 0.83 2.76 1.27
C 1.29 4.12 1.98
C 2.16 3.71 3.29
C 0.05 4.97 2.56
C 3.23 2.09 0.14
Br 4.52 3.48 -0.49
C 3.68 0.93 0.75
C 2.73 -0.23 1.24
Br 5.62 0.66 0.99
O 1.61 3.39 -1.23
C 0.38 3.38 -2.00
C -0.40 4.61 -1.36
C -1.91 4.78 -1.82
O -2.39 6.16 -1.65
H -3.75 -5.97 4.59
H -4.43 -4.29 4.17
H -2.63 -4.52 4.22
H -3.83 -6.57 2.37
H -4.57 -4.98 1.90
H -2.55 -5.32 0.53
H -1.56 -5.93 1.93
H -1.96 -3.13 0.80
H -2.36 -3.07 2.58
H -0.01 -4.28 2.98
H 0.13 -2.61 2.25
H 0.02 -3.92 -0.16
H 0.32 -5.44 0.87
H 2.56 -4.69 1.57
H 2.25 -3.00 0.99
H 2.07 -5.14 -1.20
H 3.77 -4.91 -0.44
H 3.43 -2.27 -0.84
H 3.92 -3.31 -2.24
H 0.87 -2.76 -1.69
H 1.65 -3.29 -3.28
H 2.35 -1.10 -3.90
H 2.64 -0.52 -2.17
H -0.07 -0.98 -3.72
H -0.06 -0.84 -1.87
H 1.55 1.38 -3.11
H -0.06 1.41 -3.95
H -2.00 2.11 -0.62
H -1.64 0.40 -1.19
H -2.53 0.67 -3.37
H -1.98 2.38 -3.52
H -4.61 1.80 -3.42
H -4.12 3.17 -2.29
H -4.43 2.02 0.06
H 0.88 1.88 1.98
H -0.27 2.90 1.00
H 1.94 4.73 1.28
H 1.84 4.42 4.13
H 1.90 2.68 3.66
H 3.26 3.87 3.15
H -0.70 4.25 3.02
H 0.40 5.75 3.31
H -0.51 5.53 1.75
H 3.38 -1.07 1.64
H 2.00 0.09 2.05
H 2.17 -0.60 0.33
H 0.47 3.41 -3.12
H 0.15 5.55 -1.70
H -0.38 4.64 -0.23
H -2.13 4.41 -2.85
H -2.54 4.17 -1.09
H -2.67 6.19 -0.72

Record 3
The following is a DFT calculation (the ωB97M-V functional and the def2-TZVPD basis) of a cluster of 3 separate species, C27H52F4N4O6PS2 in total.

The gap between HOMO and LUMO comes out at 7.420 eV. The net charge is +1. The LUMO energy comes out at -4.432 eV.

CARTESIAN COORDINATES (ANGSTROEM)
C 0.88 3.13 2.60
C -0.14 2.02 1.95
C 0.46 1.48 0.49
C -0.66 0.41 -0.08
C -0.63 0.29 -1.74
C -2.05 0.74 -2.43
C -2.80 -0.47 -3.28
C -3.98 -1.17 -2.34
C -3.32 -2.57 -1.72
C -3.62 -2.77 -0.11
C -5.14 -2.31 0.33
C -5.55 -2.81 1.84
C -4.74 -1.85 2.94
C -3.66 -2.83 3.69
C -2.26 -2.00 4.07
C -1.01 -3.06 4.38
C 0.03 -3.09 3.13
N -0.55 -3.14 1.74
C 0.73 -3.13 0.94
N 0.59 -3.21 -0.40
F 1.51 -3.28 -1.37
N 2.03 -3.04 1.69
C 3.47 -2.97 1.37
F 4.10 -4.28 1.76
F 3.92 -2.70 0.00
F 4.04 -1.81 2.16
N 1.55 -3.06 3.02
P 2.32 -3.06 4.60
O 4.01 -3.45 4.62
O 1.63 -4.28 5.70
H 0.51 3.40 3.69
H 1.92 2.60 2.74
H 1.01 4.09 1.92
H -1.22 2.44 1.77
H -0.18 1.09 2.67
H 0.55 2.41 -0.24
H 1.50 0.93 0.61
H -1.71 0.79 0.32
H -0.50 -0.67 0.33
H -0.27 -0.79 -2.03
H 0.19 1.05 -2.16
H -1.84 1.61 -3.19
H -2.75 1.19 -1.57
H -2.04 -1.26 -3.69
H -3.37 0.03 -4.19
H -4.25 -0.40 -1.50
H -4.91 -1.51 -2.99
H -3.68 -3.52 -2.30
H -2.16 -2.47 -1.87
H -2.84 -2.15 0.54
H -3.48 -3.89 0.23
H -5.14 -1.13 0.35
H -5.92 -2.64 -0.48
H -6.71 -2.69 1.96
H -5.25 -3.94 2.00
H -4.25 -0.93 2.39
H -5.53 -1.42 3.70
H -4.13 -3.17 4.71
H -3.32 -3.74 3.03
H -1.88 -1.35 3.16
H -2.42 -1.31 5.01
H -0.49 -2.72 5.39
H -1.49 -4.12 4.63
H -0.42 -3.23 -0.74
H 4.17 -4.43 4.84
H 2.39 -4.67 6.26
C 5.74 1.68 0.49
C 6.66 2.05 1.65
C 6.41 3.52 1.98
S 4.73 3.86 1.51
O 4.74 4.81 0.41
O 3.93 4.07 2.70
C 4.37 2.25 0.85
H 5.70 0.60 0.33
H 6.11 2.15 -0.44
H 6.41 1.43 2.52
H 7.71 1.87 1.41
H 6.54 3.72 3.05
H 7.07 4.18 1.41
H 3.71 2.33 -0.01
H 3.90 1.66 1.64
C 0.59 4.48 -6.63
C 0.20 3.21 -7.39
C -0.52 2.29 -6.40
S -1.27 3.36 -5.18
O -0.63 3.12 -3.91
O -2.71 3.34 -5.35
C -0.64 4.89 -5.84
H 0.92 5.27 -7.31
H 1.42 4.26 -5.95
H -0.48 3.47 -8.21
H 1.07 2.72 -7.83
H -1.30 1.70 -6.90
H 0.18 1.63 -5.89
H -0.42 5.58 -5.03
H -1.41 5.31 -6.50

Record 4
The following is a DFT calculation (the ωB97M-V functional and the def2-TZVPD basis) of a structure of composition C27H52INO17S5.

The gap between HOMO and LUMO comes out at 8.142 eV. The net charge is 0. The LUMO energy comes out at 0.191 eV.

CARTESIAN COORDINATES (ANGSTROEM)
C 5.39 -1.37 -0.59
C 4.53 -0.33 -0.74
C 4.11 0.19 -2.08
C 4.32 1.70 -2.23
O 5.33 2.08 -3.23
S 5.30 3.69 -3.21
O 6.21 4.26 -2.28
O 5.46 4.15 -4.54
O 3.77 3.88 -2.64
C 3.17 2.60 -2.62
I 2.76 2.11 -4.78
C 1.79 2.45 -2.01
C 1.78 2.05 -0.53
C 0.35 1.95 -0.02
N -0.21 0.64 -0.43
C -1.67 0.61 -0.35
C -2.27 0.82 -1.73
C -2.91 2.01 -2.05
C -3.40 2.20 -3.34
C -3.27 1.18 -4.27
C -2.67 -0.03 -3.96
C -2.17 -0.20 -2.68
O -1.53 -1.38 -2.31
H 5.08 -2.32 -0.17
H 6.41 -1.27 -0.96
H 4.13 0.22 0.11
H 4.63 -0.36 -2.86
H 3.04 0.00 -2.16
H 4.80 2.07 -1.32
H 1.21 1.78 -2.63
H 1.31 3.43 -2.07
H 2.20 1.06 -0.38
H 2.31 2.78 0.07
H 0.32 1.96 1.07
H -0.28 2.75 -0.42
H 0.05 0.52 -1.40
H -2.01 -0.36 0.01
H -2.07 1.35 0.35
H -3.00 2.78 -1.29
H -3.88 3.13 -3.60
H -3.66 1.36 -5.27
H -2.56 -0.83 -4.67
H -2.17 -2.04 -2.04
O 3.07 -3.71 -1.22
S 1.95 -4.56 -0.95
O 1.48 -4.73 0.39
O 2.20 -5.98 -1.60
C 3.44 -6.66 -1.28
C 3.39 -7.30 0.09
C 0.60 -4.08 -1.97
H 4.28 -5.97 -1.37
H 3.56 -7.42 -2.04
H 3.36 -6.55 0.88
H 4.28 -7.92 0.24
H 2.51 -7.93 0.19
H 0.95 -3.99 -2.99
H 0.24 -3.12 -1.60
H -0.19 -4.83 -1.89
O -2.11 2.87 2.98
S -2.55 2.34 4.24
O -3.06 1.01 4.34
O -3.59 3.35 4.88
C -4.73 3.75 4.08
C -5.79 2.68 4.03
C -1.27 2.56 5.43
H -4.40 4.03 3.07
H -5.14 4.65 4.55
H -5.44 1.80 3.48
H -6.69 3.05 3.53
H -6.05 2.35 5.03
H -0.91 3.58 5.39
H -0.47 1.86 5.18
H -1.67 2.33 6.42
O -6.97 5.65 5.94
S -7.44 5.12 7.19
O -7.96 3.79 7.28
O -8.49 6.14 7.81
C -9.60 6.55 6.99
C -10.68 5.48 6.92
C -6.19 5.33 8.41
H -9.25 6.83 5.99
H -10.00 7.45 7.46
H -10.33 4.60 6.37
H -11.56 5.88 6.40
H -10.97 5.16 7.92
H -5.82 6.35 8.37
H -5.39 4.63 8.17
H -6.61 5.10 9.38
O 5.02 -7.26 -4.09
S 6.37 -7.19 -4.56
O 7.38 -6.60 -3.75
O 6.38 -6.52 -5.99
C 5.72 -5.24 -6.14
C 6.55 -4.10 -5.60
C 6.90 -8.79 -5.06
H 4.74 -5.28 -5.67
H 5.57 -5.12 -7.21
H 6.64 -4.16 -4.51
H 6.08 -3.14 -5.85
H 7.56 -4.12 -6.01
H 6.15 -9.23 -5.71
H 7.02 -9.39 -4.16
H 7.86 -8.70 -5.57

Record 5
The following is a DFT calculation (the ωB97M-V functional and the def2-TZVPD basis) of a structure of composition C27H52OsP2Si.

As for the multiplicity: 5. As for the energy relative to the best compared isomer or geometry (same formula, charge and spin): 6.2 kcal/mol. The gap between HOMO and LUMO (spin up / spin down) comes out at 4.422 / 5.558 eV. The net charge is +2. The LUMO energy (spin up / spin down) comes out at -5.303 / -8.452 eV.

CARTESIAN COORDINATES (ANGSTROEM)
Os -1.05 0.95 0.82
C -1.58 2.93 0.15
C -2.46 1.95 -0.44
C -2.75 1.89 1.86
C -1.79 2.91 1.57
C -3.15 1.28 0.63
C -0.73 3.93 -0.58
H -0.51 3.61 -1.60
H 0.22 4.10 -0.05
H -1.25 4.90 -0.64
C -1.24 3.92 2.53
H -0.50 4.56 2.03
H -0.76 3.44 3.39
H -2.04 4.57 2.90
C -3.40 1.65 3.19
H -4.13 2.44 3.41
H -2.66 1.64 3.99
H -3.93 0.69 3.19
C -4.24 0.25 0.49
H -5.23 0.72 0.60
H -4.15 -0.51 1.28
H -4.20 -0.25 -0.48
C -2.79 1.85 -1.91
H -3.62 2.54 -2.15
H -3.11 0.85 -2.18
H -1.94 2.15 -2.53
C 3.59 -1.72 -2.82
C 3.05 -0.99 -3.80
C 2.58 -1.52 -5.12
C 1.88 -2.90 -5.10
C 0.94 -3.11 -3.94
C 1.28 -3.61 -2.75
C 2.66 -4.06 -2.34
C 3.83 -3.20 -2.87
H 3.45 -1.59 -5.81
H 2.63 -3.70 -5.17
H 1.89 -0.79 -5.57
H 4.11 -3.53 -3.89
H 3.99 -1.24 -1.92
H 3.10 0.11 -3.75
H 4.70 -3.42 -2.23
H 2.71 -4.07 -1.24
H 0.50 -3.84 -2.01
H 2.82 -5.10 -2.67
H 1.27 -2.95 -6.02
H -0.10 -2.88 -4.17
P 0.89 0.57 -0.48
C 2.48 1.14 0.08
C 0.76 1.04 -2.22
P -1.04 -1.36 -0.04
C 0.75 -1.27 -0.52
C -1.92 -1.70 -1.58
C -1.33 -2.80 1.01
H 2.49 1.24 1.18
H 2.67 2.13 -0.36
H 3.26 0.43 -0.24
H 1.41 0.39 -2.82
H 1.10 2.08 -2.31
H -0.27 0.96 -2.58
H -0.83 -3.67 0.56
H -2.41 -2.98 1.05
H -0.97 -2.64 2.03
H 1.40 -1.73 0.24
H 0.96 -1.70 -1.51
H -2.93 -2.05 -1.32
H -1.40 -2.48 -2.16
H -2.00 -0.79 -2.18
C -0.68 1.49 5.32
Si 0.46 0.71 4.04
C 1.77 1.97 3.55
C 1.28 -0.77 4.89
C -0.45 -0.06 2.55
H -0.11 1.66 6.24
H -1.53 0.84 5.57
H -1.09 2.47 5.04
H 2.11 2.52 4.44
H 2.66 1.48 3.14
H 1.43 2.72 2.82
H 0.52 -1.49 5.21
H 1.96 -1.28 4.21
H 1.84 -0.45 5.78
H -1.36 -0.58 2.89
H 0.23 -0.87 2.22